Entry from the OMol25 dataset: 12 unconnected molecules or ions with the total composition C36H72O24S6 at a distorted geometry (the ωB97M-V functional and the def2-TZVPD basis).

```
! wB97M-V def2-TZVPD RIJCOSX def2/J DEFGRID3
* xyz 0 1
H -3.1252 -1.2292 2.5045
C 3.1141 0.6260 -3.4363
H 1.2498 1.7911 0.4841
C 1.5513 2.6231 4.0722
C 2.3517 5.1315 -1.2259
C -2.6630 2.2315 2.0450
H 1.3051 -3.0072 3.2444
S 3.2710 -1.9430 4.2005
O -3.1986 2.9675 1.0509
C -1.0044 5.7220 -1.9571
H 2.0780 -6.7054 3.8162
O 4.6726 2.4320 -3.1284
H -4.3724 1.8848 -1.1023
H 4.4306 4.7806 1.2816
H 1.7978 0.5147 1.5979
S 1.1485 4.2491 3.4545
C 1.0253 4.6757 -1.7596
H 2.2761 6.0388 -0.6320
H 0.5582 -3.9765 -5.0981
C -4.7052 1.2949 1.6488
H 1.2628 -1.2631 3.1572
H 2.7592 0.9259 0.1322
C 1.9187 -2.1275 3.0426
H -4.1648 -4.7771 2.7152
H -4.7199 0.4345 0.9773
H 0.0096 3.0441 -0.7332
H 5.9743 -0.0323 -4.6859
H -1.2438 -7.7896 1.6608
H 4.6478 0.7963 -5.5036
C 5.3166 4.1783 1.1019
S -5.0799 -2.5912 2.8262
H -5.1511 3.3881 1.4295
H 4.8741 -3.6625 4.5319
H -7.6581 -1.9604 -1.2178
H 2.2947 -2.1899 2.0207
H 2.5691 2.5817 4.4661
H -4.8061 3.6003 -0.9833
H 5.8330 4.5227 0.1989
O -1.5741 -5.7673 1.6642
H 1.0493 -7.0925 1.6773
C -5.1078 -4.3351 2.3899
O 0.6586 0.0131 -1.7418
H 1.1612 4.0054 -2.6127
H -1.1295 -1.0634 -3.2943
O -5.2451 -1.5590 -1.0830
H 4.4340 2.4883 0.0847
H -5.5187 -3.3263 -3.5888
C 1.0336 -7.0120 3.8001
H -3.3838 -2.3031 1.1526
H -1.6452 -2.1661 -4.6041
C 5.0390 1.4974 2.9142
O -3.4333 -0.3247 -1.5999
C -3.4325 -2.2405 2.2447
O 6.1277 4.0390 -3.7219
H -7.5398 -2.9935 -2.6433
H -0.4448 1.1598 -4.9353
C -0.6428 -4.7830 1.6781
C -7.2294 -2.8840 -1.6058
C -0.8201 -1.8723 -3.9522
H -3.4355 2.9814 -3.2983
H 0.5036 -5.2666 -3.9159
H -7.6654 -3.6870 -1.0111
C -4.8841 -3.1929 -2.7132
C -4.1586 -1.2462 -1.8187
H 2.9798 -0.4149 -3.1332
H 4.1178 -3.8340 2.9321
H -5.4303 -3.5205 -0.6101
C -0.7248 -0.1736 0.4904
H 0.5401 -6.4863 4.6192
H 7.1776 2.3471 0.8022
O -1.5867 2.4308 2.5056
H -1.5433 -7.0943 3.2764
H -4.3500 -4.1310 -2.5583
H -2.7445 -2.9685 2.6707
C -1.0716 -6.9316 2.3070
C 5.3445 0.8541 -4.6660
O 1.9399 4.4476 2.2039
C -4.5829 2.6229 0.8910
H 0.3309 1.8170 -3.5511
O -2.0679 3.2746 -5.7211
O 0.2927 5.8021 -2.3093
C 0.4270 -6.6535 2.4602
H -1.1831 0.7247 0.0698
H -2.5158 1.4733 -3.5516
H -6.0274 2.3563 -0.6644
H -1.0245 -4.7980 -4.7349
H 2.7852 4.3418 -0.6003
O -1.2023 4.7111 -1.0776
S 0.8412 -0.4302 -0.3250
C 4.5696 1.0082 -3.3396
C -0.0979 2.1056 -4.5214
H 0.9295 -8.0868 3.9501
C -2.4547 2.5190 -3.2371
H 1.3269 4.9129 5.6962
H 6.0557 4.3441 1.8934
H -5.5780 1.2971 2.2947
O 6.2400 1.2581 2.3366
H 0.3232 4.4829 0.2810
O 0.4998 -5.2246 2.2575
H 2.9258 4.9881 4.9247
H 6.2134 0.9932 0.2948
O -0.7693 -3.7315 1.1449
H 3.1920 -4.3060 4.3409
C -4.9729 2.6120 -0.5550
O 4.2708 2.2616 2.1112
H -5.9356 -4.7898 2.9272
H 1.7094 6.2489 4.5252
H 0.8280 2.3091 4.8233
H 2.5291 1.1364 -2.6704
S -1.3781 3.3509 -4.4097
H 0.0281 -1.5169 -4.5400
H 5.0741 0.4848 -2.5267
O -5.0152 -2.5502 4.3093
H -1.3729 -1.0146 0.2469
C 6.2581 1.8058 1.0258
H -0.5902 -0.0922 1.5680
O -3.4949 1.2437 2.4179
O -1.6040 -3.7380 -2.2896
H 3.0937 5.2498 -2.0179
H 1.5382 1.9191 3.2441
H -5.2290 -4.4762 1.3162
O 6.1040 2.0505 -4.7827
H 2.6702 0.8307 -4.4066
C 0.0495 4.1309 -0.7142
O 2.7119 -1.9484 5.5708
O -4.0206 -2.0926 -2.8462
H 0.7075 2.5927 -5.0702
O -1.8756 6.4060 -2.3810
C -5.7156 -2.8839 -1.4460
O 4.6723 1.0442 3.9495
H -2.0961 2.4852 -2.2083
C 1.8660 5.2090 4.7970
C 3.9390 -3.5952 3.9843
C -0.0722 -4.4464 -4.3439
C 5.0227 2.7178 0.9736
C 1.7642 0.8329 0.5579
C 5.6851 2.9486 -3.8616
S -0.3608 -3.3031 -2.9835
*
```

energy above the lowest of the compared OMol25 structures with the same formula, charge and spin: 0.00 kJ/mol
E_LUMO: -0.0041 Ha

---

Entry from the OMol25 dataset: 12 unconnected molecules or ions with the total composition C36H76B2F16N14O20S8 at a distorted geometry (the ωB97M-V functional and the def2-TZVPD basis).

```
! wB97M-V def2-TZVPD RIJCOSX def2/J DEFGRID3
* xyz 0 1
C 0.5184 -0.0367 2.4947
C 8.2407 0.1410 -5.5285
F -6.1264 7.1618 4.3807
O 4.7945 5.5892 2.5294
F 6.6792 4.1409 2.6341
H 0.8471 0.2992 3.4670
H -7.9137 3.1382 -12.1755
O 6.0755 -3.2315 0.1507
O -5.4711 -2.1139 3.2316
S 6.9514 -3.9843 -0.7632
C 0.0834 -2.1386 -0.4810
C -6.1901 -5.5271 6.8470
N -5.1913 2.6362 -9.2518
O 7.2127 -5.3783 -0.4878
H 5.5796 0.2186 -3.4105
H -6.0441 -4.9104 9.7276
H 7.1809 0.7138 -7.4930
N 3.4323 -8.5312 -1.6305
H -4.8723 0.1542 -8.0682
H -0.9009 -2.6066 -0.4658
O 0.9234 1.7240 8.2851
H -5.5903 -6.3261 7.2830
H -5.5766 1.6284 -11.0956
F -1.4911 -1.0487 6.4428
C -0.8150 -0.2499 0.6917
H 2.7025 11.5437 7.8742
H -1.5325 0.0202 -0.0689
H -3.3537 2.8546 -8.2748
O 4.6151 0.9530 -5.7079
C -8.2637 2.8501 -11.1842
F -3.3447 4.1642 -3.6689
H 3.1787 12.8448 9.9115
B -5.4605 6.8114 3.2012
O 3.0292 4.5355 4.8590
O 4.4308 6.5696 5.6353
H -6.7558 -3.6544 4.6946
C 3.9604 -6.6741 -5.7597
H 8.4662 -1.9093 -8.8920
S 8.7016 -2.8728 -0.0142
H 7.0400 -2.8580 -8.4059
F -6.4387 -6.6478 -1.4527
F -6.2566 6.9032 2.1541
C -6.1031 -1.4481 2.1159
O -7.4252 -3.9080 -4.6349
F 4.5319 4.5850 6.7300
O -2.8190 -0.6685 8.4990
O -5.5819 -2.7401 -3.2338
H -7.6010 -5.4309 9.1754
S -6.1229 -5.4711 -2.6302
C 2.5376 11.9711 10.0291
S 4.2869 5.1864 5.2426
F -4.8948 5.5136 3.3362
O 8.3678 -1.5231 0.3255
H 0.8784 -2.3317 -2.5562
H -3.3142 1.7094 -9.5800
N -7.0998 3.0566 -10.4212
H 8.9997 -0.6209 -5.3511
C -1.3646 1.7201 2.2137
H -0.3007 -1.1202 -2.3551
N 5.7152 4.5390 4.5993
C -4.3522 1.0050 -7.6280
N 0.1049 -1.2356 0.5870
O -6.4693 -4.4446 7.6923
H -1.2627 8.5392 7.6494
C 6.2194 0.7994 -4.0749
C 2.9130 11.0588 8.8274
H -7.6261 4.8193 -9.2319
S -6.9447 -3.3841 -3.2744
H -4.8842 -5.9884 5.3974
O -1.8570 1.1591 7.1325
H -6.5152 -0.4837 2.4132
F -4.4343 7.7656 3.1099
H -5.0087 1.4482 -6.8793
H 1.4398 -8.1256 -1.0288
N -0.0599 -0.5767 8.2958
C 3.5120 -8.0278 -5.1705
H 0.5438 10.1328 7.2457
O -4.7849 -5.3645 -2.1769
H 1.3342 6.9014 9.9391
N 8.0233 -3.3363 -1.4985
F -7.9619 -2.1692 -2.9398
C -6.8609 -4.6392 9.0586
C 0.9545 9.5310 8.0430
H -6.7849 -4.6017 2.6060
C -0.5846 7.7083 7.8439
H -1.1100 6.9394 8.4103
H 4.1673 -8.8367 -5.4938
N 0.5031 8.2958 8.4807
N -7.3168 -4.3238 -2.1769
F 5.9218 -4.2248 -2.0277
H 4.9689 -6.3877 -5.4614
O 4.6475 3.0704 3.0360
H -3.4687 0.5505 -7.1796
H -1.4823 2.5591 1.5280
H 3.0916 8.7633 10.4932
H 3.5639 2.3569 -6.6174
N 3.2358 -8.1322 -3.7694
C 4.1481 -8.4461 -2.8003
C -6.8958 4.0470 -9.4235
H -7.0681 -6.0900 6.5302
H -8.9948 3.5958 -10.8719
C -5.8449 -4.6182 3.1575
H 6.9091 1.2173 -3.3415
H 0.6887 -3.0170 -0.2568
F -3.8194 2.9111 -1.8247
H 4.9379 1.6433 -7.5838
H -7.2652 -5.0793 4.5528
N 2.0647 9.8604 8.8872
H -7.4428 -3.7567 9.3245
H 1.5888 -1.9215 1.9653
H 2.6091 -8.3257 -5.7036
H 3.9620 -6.4676 -6.8299
H 7.4127 -0.9796 -4.0072
C 7.4548 -1.8535 -8.4896
H 5.1858 -8.6462 -3.0229
C 4.0272 -8.8527 -0.3495
C 1.3627 7.8526 9.4284
C -5.9168 2.3310 -10.3493
H 1.5094 12.3305 9.9888
C 2.2723 8.7608 9.7895
H -0.9149 2.1685 3.0997
H 6.8641 -1.2403 -9.1702
H 6.5976 -0.9952 -5.3395
F -1.6351 3.1094 -2.4826
S 0.0362 0.7537 9.0049
H 5.0675 2.4930 -4.3781
F -2.8525 4.8393 -1.6880
H 2.7496 11.4508 10.9632
C 5.5364 1.7476 -5.0205
H -4.0872 -3.4313 3.4915
H 3.4233 0.7811 -7.3797
S -1.6546 -0.1278 7.7479
O -6.4163 -6.2848 -3.7911
S 5.2306 4.4118 3.2444
C -5.7592 3.7277 -8.6461
N -0.5047 0.5839 1.7955
C -3.9448 2.0878 -8.7755
O 9.1371 -3.7646 1.0858
H -5.3674 -1.3655 1.3159
H 8.9387 0.2781 -7.5190
N -6.3843 -4.5858 4.5740
H 1.1632 -7.5335 -3.8301
H 8.5708 1.1208 -5.1836
H 3.8127 -8.1251 0.4333
H -5.3801 -5.5770 2.9277
O -0.9431 1.3397 9.8952
H -4.5968 -3.6006 1.8637
H -2.4046 1.4392 2.3798
N 7.0671 -0.3516 -4.7187
F 10.1693 -2.4645 -0.6388
F 1.0967 0.2555 10.2014
C 7.9662 0.0921 -7.0630
C -4.9779 -3.3963 2.8642
H -8.6122 1.8343 -10.9976
H 3.2156 -5.9551 -5.4186
H 3.6964 -9.8211 0.0259
O 7.4312 -1.2838 -7.1993
C 4.1201 1.4592 -6.8870
H 6.0731 2.2601 -5.8188
C 2.1390 -8.1212 -1.8519
H -0.1646 7.2221 6.9634
B -2.8914 3.7511 -2.4655
H -6.9308 -2.0697 1.7744
C -5.3943 -5.0646 5.6704
C 0.4970 -1.6299 -1.8146
H 1.3268 -0.9250 -1.7636
H -4.7732 -4.2077 5.9312
C 0.8855 -1.1492 1.6908
H 3.9495 10.7260 8.8825
H 5.1091 -8.8986 -0.4745
C 1.9798 -7.8810 -3.2146
H -5.2666 4.3861 -7.9459
*
```

E_LUMO: -0.0629 Ha